The following is a DFT calculation (the ωB97M-V functional and the def2-TZVPD basis) of a cluster of 4 separate species, C37H34F2N3O17 in total in a non-equilibrium geometry.

Structure (XYZ):
```
93
C37H34F2N3O17, DFT the ωB97M-V functional and the def2-TZVPD basis
F 2.273 4.956 -1.984
F -3.390 2.589 -3.839
O 6.418 -10.928 3.185
O 2.455 4.863 0.890
O 2.151 -9.021 3.661
O -6.129 2.945 -6.505
O 4.718 0.382 3.231
O 7.072 -8.839 1.745
O -1.363 6.080 -1.214
O 2.509 1.823 1.615
O -7.172 1.946 -8.702
O -4.567 -1.951 -8.407
O 6.561 -4.496 1.543
O 1.652 2.454 3.611
O -3.581 -0.993 -6.179
O 7.598 -3.309 3.622
O -1.314 -0.896 1.330
O 3.613 -0.831 1.228
O 2.789 -6.957 2.153
N -0.685 0.808 2.765
N 0.731 5.686 -0.408
N -3.206 1.465 1.309
C 0.323 2.675 1.681
C 5.923 -8.837 2.147
C -2.077 3.394 0.347
C 5.484 -10.004 2.990
C 3.289 -9.029 3.230
C -3.975 3.381 -2.848
C 4.530 -1.449 1.706
C -1.641 0.684 3.867
C 1.473 6.015 -1.613
C 4.960 -7.790 1.864
C -5.706 1.746 -6.896
C -2.030 2.261 1.191
C 0.762 -1.141 2.447
C 5.197 -0.795 2.890
C -0.631 5.372 -0.567
C -0.501 -0.446 2.092
C 1.342 4.764 0.513
C 6.217 -1.395 3.538
C 4.247 -10.089 3.496
C 5.027 -2.738 1.240
C -0.901 4.137 0.226
C 3.721 -7.873 2.368
C -5.534 2.434 1.721
C -4.211 1.899 2.301
C 1.634 2.275 2.381
C -5.919 -0.052 -8.677
C 6.690 -2.683 3.091
C -5.004 -0.763 -8.007
C 0.283 3.794 0.858
C -0.837 1.919 1.862
C 2.279 7.274 -1.469
C -4.390 -0.267 -6.725
C -6.337 1.241 -8.163
C -4.792 1.035 -6.222
C -3.772 2.763 -1.468
C 6.041 -3.316 1.890
C -3.302 3.801 -0.425
H -6.786 3.227 -7.169
H -1.866 1.674 4.238
H -4.111 4.084 0.238
H -4.470 1.022 2.885
H 1.992 -7.255 2.632
H 0.746 6.147 -2.412
H -5.659 2.092 0.704
H -5.032 3.491 -3.084
H 0.689 -1.619 3.420
H -3.782 2.655 2.955
H 1.068 -1.828 1.668
H -5.567 3.517 1.771
H 3.924 -10.922 4.104
H 7.273 -4.666 2.190
H -2.947 0.500 1.443
H -4.738 2.378 -1.164
H 4.550 -3.187 0.380
H 5.282 -6.961 1.248
H 3.985 0.643 2.612
H 1.535 -0.381 2.539
H 2.888 7.447 -2.351
H -3.530 4.370 -2.924
H -4.336 1.393 -5.309
H -3.916 -2.234 -7.734
H -1.152 0.135 4.670
H -2.554 0.158 3.600
H 6.706 -0.945 4.389
H 7.210 -10.608 2.711
H -3.079 1.935 -1.557
H -6.366 2.078 2.325
H -3.047 4.706 -0.956
H 2.885 7.278 -0.570
H -6.368 -0.399 -9.597
H 1.577 8.101 -1.399
```

## Properties
LUMO level ... -0.2 eV
Charge ... -1
E_HOMO ... -5.400 eV
Kohn-Sham gap ... 5.19 eV


The following is a DFT calculation (the ωB97M-V functional and the def2-TZVPD basis) of a structure of composition C37H34N3O5PRuS2Te2 in a non-equilibrium geometry.

Structure (XYZ):
```
85
C37H34N3O5PRuS2Te2, DFT the ωB97M-V functional and the def2-TZVPD basis
Te 1.014 -2.793 3.179
Te 1.768 2.813 -3.359
Ru 0.427 -0.115 0.295
S 0.342 0.157 2.915
S 2.633 -0.119 1.160
P 1.310 -3.099 0.830
O 1.059 -4.653 0.491
O -1.474 -0.099 -0.222
O 0.456 -2.271 -0.093
O -5.012 -1.246 -1.187
O 2.856 -3.054 0.443
N 1.939 2.117 5.789
N 5.284 1.723 3.064
N 0.395 1.945 0.107
C 3.220 -2.802 -0.920
C 0.232 6.287 0.794
C -5.484 3.853 0.077
C 2.811 1.198 3.550
C -0.495 4.184 -0.142
C 1.705 2.480 -0.288
C 4.174 1.483 3.268
C -4.407 2.800 -0.021
C 2.026 0.502 2.651
C -0.305 6.967 -0.290
C -4.199 -0.924 -0.340
C -0.946 -5.297 -0.708
C 5.213 5.140 -1.996
C -0.661 2.706 -0.024
C 2.246 1.770 -1.542
C -4.718 1.462 -0.233
C -3.737 0.486 -0.233
C 0.137 4.906 0.868
C -3.904 -4.147 1.566
C -3.820 -1.885 0.735
C 4.394 4.156 -2.529
C -2.359 0.826 -0.133
C -2.022 2.218 -0.007
C -3.396 -1.452 1.991
C 2.310 1.691 4.783
C 2.533 5.670 -2.475
C 3.356 6.658 -1.949
C -3.079 3.144 0.107
C 4.693 6.393 -1.700
C -0.925 6.254 -1.308
C -3.482 -3.708 2.814
C 4.606 -3.368 -1.143
C -0.254 -5.207 0.638
C -1.018 4.874 -1.237
C -4.069 -3.241 0.534
C 3.046 4.412 -2.757
C -3.221 -2.361 3.020
H 1.799 0.779 -1.642
H 4.803 3.179 -2.761
H 2.495 -3.260 -1.596
H 5.328 7.156 -1.269
H 1.485 5.873 -2.645
H 2.939 7.631 -1.718
H -5.476 4.503 -0.802
H -1.507 4.319 -2.026
H 0.537 4.374 1.724
H 4.901 -3.231 -2.184
H -1.056 -4.297 -1.128
H 5.326 -2.864 -0.500
H 3.209 -1.721 -1.089
H -1.340 6.780 -2.160
H -2.838 4.184 0.283
H 0.714 6.836 1.592
H -4.110 -5.199 1.407
H 2.407 2.324 0.530
H 3.325 1.649 -1.483
H 6.257 4.923 -1.807
H 4.611 -4.432 -0.904
H -5.747 1.141 -0.349
H -0.245 8.047 -0.339
H -5.330 4.486 0.953
H -3.348 -4.412 3.626
H 1.674 3.553 -0.466
H -1.935 -5.742 -0.592
H -2.883 -2.015 3.988
H -6.470 3.396 0.149
H -0.357 -5.908 -1.393
H -0.841 -4.594 1.326
H -0.127 -6.196 1.083
H -3.228 -0.399 2.172
H -4.407 -3.558 -0.445
```

## Properties
LUMO level (spin up / spin down) ... 2.0 / 0.8 eV
Relative energy (zero: lowest compared OMol25 entry of this formula, charge and spin) ... 208.64 kJ/mol
Charge ... -1
E_HOMO (spin up / spin down) ... -4.539 / -4.516 eV
Expectation value of S² ... 1.121
Kohn-Sham gap (spin up / spin down) ... 6.50 / 5.35 eV
2S+1 ... 2


The following is a DFT calculation (the ωB97M-V functional and the def2-TZVPD basis) of a structure of composition C37H35Cl2IInO4S.

Structure (XYZ):
```
81
C37H35Cl2IInO4S, DFT the ωB97M-V functional and the def2-TZVPD basis
I -6.010 1.800 -0.658
In -0.510 -0.439 -1.532
Cl -1.127 -2.892 0.693
Cl -4.123 -3.672 -0.793
S 2.491 0.888 -0.575
O -7.342 -4.056 6.348
O 4.313 7.144 -1.995
O 8.024 4.881 -5.146
O -2.625 -6.162 4.885
C 5.497 5.180 -2.572
C 2.975 0.079 -2.122
C -3.593 -3.989 3.387
C 5.198 3.086 -1.428
C 4.865 4.421 -1.594
C -1.966 -1.899 -0.581
C 6.033 9.455 -5.016
C -6.036 -2.900 4.151
C 7.357 7.547 -5.640
C -3.979 -7.368 7.001
C 6.754 6.801 -4.634
C -5.340 -2.366 3.080
C 3.297 -1.399 -1.972
C -4.488 -6.267 6.322
C -5.515 -3.984 4.849
C 6.466 4.595 -3.392
C 6.796 3.255 -3.221
C -3.204 1.246 -1.817
C -1.674 1.436 -1.742
C -3.874 2.094 -0.754
C 6.165 2.507 -2.241
C -4.286 -4.531 4.463
C -5.711 -5.719 6.705
C 5.124 6.614 -2.724
C -1.835 -3.806 -2.279
C 1.102 -0.143 -0.037
C -6.284 -4.535 5.994
C 5.788 7.386 -3.818
C -3.699 -5.690 5.188
C 6.997 8.870 -5.831
C -6.418 -6.275 7.765
C -5.908 -7.372 8.438
C 5.431 8.716 -4.012
C 7.161 5.375 -4.450
C -4.687 -7.919 8.055
C -2.678 -2.776 -1.558
C -4.119 -2.908 2.698
H -6.460 -7.804 9.263
H -7.364 -5.830 8.043
H 3.855 0.632 -2.467
H -1.307 1.965 -2.624
H 5.751 10.489 -5.168
H -2.430 -4.345 -3.016
H 2.416 -1.953 -1.644
H 4.089 -1.551 -1.234
H 8.104 7.070 -6.260
H -3.588 1.541 -2.798
H -5.751 -1.529 2.530
H -1.011 -3.297 -2.785
H -1.426 2.076 -0.887
H 4.700 2.495 -0.671
H -3.177 -2.122 -2.276
H 0.051 -1.063 -3.083
H 4.680 9.148 -3.364
H 7.466 9.449 -6.616
H -2.697 -1.311 -0.023
H -6.988 -2.493 4.464
H -2.646 -4.420 3.092
H 7.548 2.821 -3.865
H 3.618 -1.823 -2.928
H -3.520 0.208 -1.673
H 4.109 4.888 -0.977
H 2.188 0.215 -2.864
H 0.662 0.415 0.794
H -4.289 -8.776 8.582
H 1.479 -1.078 0.381
H -1.423 -4.519 -1.565
H -3.518 1.846 0.244
H -3.027 -7.772 6.686
H -3.745 3.159 -0.931
H -3.573 -2.500 1.861
H 6.420 1.462 -2.112
```

## Properties
LUMO level ... 0.5 eV
Charge ... -1
E_HOMO ... -4.951 eV
Kohn-Sham gap ... 5.43 eV